[1]
Density functional theory data (wB97M-V/def2-TZVPD) for a cluster of 2 separate species, C2H8NO2 in total in a non-equilibrium geometry.

Geometry (Å):
C (-1.334306, -0.434526, 0.338041)
C (1.573274, -0.141813, -0.397494)
N (-0.370828, 0.592732, -0.040229)
O (1.416389, -1.421268, -0.095916)
O (2.249510, 0.732182, 0.363503)
H (-1.416086, -0.563701, 1.357221)
H (-2.283316, -0.306943, -0.186936)
H (-0.887990, -1.314080, -0.214919)
H (1.495708, 0.041401, -1.558112)
H (-0.392034, 0.796412, -1.066071)
H (-0.311015, 1.355987, 0.518753)
H (1.413284, -1.689674, 0.761713)
H (2.347325, 1.600615, 0.079813)

Forces on the atoms, in the same order (eV/Å):
C 0.89 -0.98 -4.20
C -1.20 1.19 -0.92
N 1.09 -2.82 -3.69
O 0.70 2.90 -4.87
O -0.63 -5.00 0.93
H -0.15 -0.28 2.07
H -0.15 0.31 0.55
H -0.80 0.18 1.24
H 0.41 -0.46 2.47
H -0.72 0.35 1.56
H 0.07 2.99 1.81
H 0.30 -0.86 4.52
H 0.17 2.48 -1.49

Calculated values
HOMO: -15.16 eV
Energy: -7780.1870 eV
ΔE to the lowest compared entry with this formula, charge and spin: 63.9 kcal per mole
LUMO: -0.142 Ha
Net charge: +1
Kohn-Sham gap: 11.30 eV



[2]
Density functional theory data (wB97M-V/def2-TZVPD) for a structure of composition C55H51GdN5O5S2 in a non-equilibrium geometry.

Geometry (Å):
Gd (-4.719674, -13.373823, 18.385793)
C (-6.147645, -15.120938, 15.800330)
N (-6.304570, -15.387168, 17.227771)
C (-5.675030, -16.714974, 17.524712)
C (-5.828416, -17.156417, 18.985651)
N (-4.576589, -17.628140, 19.602046)
C (-4.499214, -17.529411, 21.072731)
C (-3.676743, -18.389477, 18.885912)
C (-4.162255, -19.447623, 18.138901)
C (-3.392651, -20.113652, 17.196848)
C (-2.083985, -19.742406, 16.974210)
C (-1.557794, -18.662186, 17.737972)
C (-2.312748, -17.989083, 18.701392)
S (-1.639090, -16.501762, 19.475905)
C (-7.685717, -15.185456, 17.604529)
C (-8.511764, -16.291182, 17.744131)
C (-9.885166, -16.123487, 18.045528)
C (-10.324074, -14.869961, 18.279997)
C (-9.506801, -13.779202, 18.123100)
C (-8.164304, -13.870950, 17.750260)
S (-7.268146, -12.384327, 17.614927)
H (-5.063600, -15.082086, 15.558949)
H (-6.661897, -15.873348, 15.168184)
H (-6.585312, -14.160642, 15.553308)
H (-4.620195, -16.498939, 17.307572)
H (-6.096540, -17.479073, 16.821751)
H (-6.605889, -17.922183, 19.068546)
H (-6.227453, -16.300594, 19.580919)
H (-3.501412, -17.911333, 21.381043)
H (-5.270257, -18.096951, 21.573520)
H (-4.587118, -16.475917, 21.302613)
H (-5.216125, -19.724636, 18.184762)
H (-3.787799, -20.893718, 16.557855)
H (-1.496103, -20.280954, 16.251287)
H (-0.582570, -18.250627, 17.561017)
H (-8.120918, -17.286060, 17.611747)
H (-10.600146, -16.971723, 18.101045)
H (-11.322342, -14.620832, 18.574266)
H (-9.863581, -12.771335, 18.367381)
O (-4.950358, -12.183635, 20.163609)
C (-4.236024, -11.300964, 20.925854)
C (-2.748716, -11.701674, 20.912357)
C (-1.966849, -11.430873, 19.627288)
C (-0.595719, -11.110798, 19.646729)
C (0.034473, -10.814005, 18.446509)
C (-0.735753, -10.748940, 17.281172)
C (-2.078879, -11.029715, 17.334126)
C (-2.837732, -11.083092, 16.021386)
C (-2.997408, -12.556785, 15.454466)
O (-3.670558, -13.256615, 16.424575)
C (-1.575784, -13.127259, 15.225680)
C (-1.002270, -13.867675, 16.254795)
C (0.299678, -14.298551, 16.149038)
C (1.050605, -14.068822, 15.011397)
C (0.430597, -13.393545, 13.940551)
C (-0.846006, -12.871351, 14.075183)
C (-3.757220, -12.651505, 14.132017)
C (-3.836068, -13.928017, 13.491413)
C (-4.675781, -14.166240, 12.421988)
C (-5.380883, -13.095163, 11.838964)
C (-5.235223, -11.826797, 12.417914)
C (-4.506926, -11.598977, 13.575980)
N (-2.655754, -11.406694, 18.475860)
C (-4.433313, -9.850303, 20.492284)
C (-3.584018, -8.821471, 20.956135)
C (-3.792867, -7.471815, 20.646728)
C (-4.878735, -7.111980, 19.913117)
C (-5.785633, -8.097196, 19.508473)
C (-5.576272, -9.450046, 19.771362)
C (-4.740966, -11.399351, 22.388934)
C (-4.843992, -12.653349, 23.018051)
C (-5.346994, -12.748401, 24.292821)
C (-5.756910, -11.627876, 24.994215)
C (-5.635541, -10.390670, 24.421850)
C (-5.085848, -10.274206, 23.150806)
H (-2.266877, -11.216447, 21.764724)
H (-2.739187, -12.753189, 21.089188)
H (-0.087642, -11.075466, 20.599045)
H (1.068990, -10.554807, 18.378416)
H (-0.282585, -10.468574, 16.339255)
H (-2.323115, -10.465656, 15.269938)
H (-3.835997, -10.669971, 16.225504)
H (-1.631808, -14.093025, 17.091767)
H (0.719289, -14.753106, 17.033919)
H (2.085280, -14.383597, 14.910521)
H (1.033329, -13.234459, 13.055557)
H (-1.225387, -12.318963, 13.223195)
H (-3.196783, -14.696457, 13.927112)
H (-4.696748, -15.151478, 11.991037)
H (-5.972147, -13.221793, 10.973781)
H (-5.727658, -10.987157, 12.002139)
H (-4.395914, -10.620438, 13.991457)
H (-2.670905, -9.067068, 21.438390)
H (-3.067690, -6.704191, 20.966082)
H (-5.097403, -6.050292, 19.756863)
H (-6.713269, -7.787662, 19.066938)
H (-6.247772, -10.230052, 19.392213)
H (-4.472509, -13.542104, 22.530098)
H (-5.397064, -13.721551, 24.781991)
H (-6.137060, -11.723365, 25.998413)
H (-5.886834, -9.510487, 24.959806)
H (-5.034635, -9.293048, 22.734722)
O (-2.625114, -15.336286, 18.854283)
O (-3.719124, -14.833134, 19.748832)
N (-9.190157, -12.939708, 25.609768)
C (-9.418068, -14.095732, 24.959616)
O (-10.070198, -15.000575, 25.405905)
C (-8.734050, -14.234775, 23.605137)
C (-8.297237, -15.478592, 23.202867)
C (-7.573274, -15.605424, 22.022628)
N (-7.294289, -14.586260, 21.226500)
C (-7.806978, -13.422734, 21.544782)
C (-8.558944, -13.201746, 22.697738)
H (-9.500934, -12.921493, 26.560422)
H (-8.491677, -12.326483, 25.330240)
H (-8.508582, -16.316110, 23.877763)
H (-7.271792, -16.579325, 21.699522)
H (-7.569545, -12.626079, 20.831696)
H (-9.045879, -12.239444, 22.910286)

Forces on the atoms, in the same order (eV/Å):
Gd -0.05 0.42 -0.72
C 0.68 -0.02 -0.65
N 0.05 -0.22 0.50
C -0.47 0.69 -0.21
C 0.18 0.04 0.66
N -0.78 0.73 1.09
C 1.16 0.10 -1.39
C 0.39 0.29 -0.44
C -0.50 -0.52 -0.72
C 0.51 0.00 -0.36
C 0.38 0.97 1.20
C -0.55 -0.40 0.00
C -0.60 -0.22 -0.26
S -0.88 -0.25 -0.27
C 0.78 -0.64 -0.35
C -1.39 0.29 0.13
C 0.81 -2.07 -0.20
C -0.78 1.54 0.05
C 0.62 1.11 0.27
C -0.70 -0.28 0.47
S 0.49 -0.08 -0.08
H -0.77 -0.04 0.06
H 0.19 -0.01 0.32
H 0.08 0.26 0.04
H -0.12 -0.60 -0.05
H 0.55 0.41 0.37
H -0.16 -0.18 -0.06
H 0.59 -0.41 -0.29
H -0.68 0.35 -0.05
H -0.41 -0.41 0.15
H 0.08 0.26 0.43
H 0.19 0.19 0.33
H -0.31 -0.07 0.23
H 0.25 0.15 -0.17
H 0.44 -0.14 -0.24
H 0.08 -0.09 -0.12
H 0.82 0.50 0.04
H -0.64 -0.38 0.12
H -0.05 -0.44 -0.21
O -0.60 0.27 0.10
C -0.03 0.05 -0.04
C 0.53 0.80 -0.19
C -0.12 0.78 -0.19
C -0.58 -0.20 -0.14
C -1.06 0.23 -0.29
C 1.03 0.30 0.57
C 0.21 -0.92 -0.77
C -0.36 0.04 -0.16
C 0.48 0.28 0.77
O -0.17 -0.45 -0.07
C -0.53 0.21 0.44
C -0.47 0.40 -0.92
C 0.49 -0.14 0.65
C -0.56 0.41 -0.81
C 0.99 -0.23 0.87
C 0.50 -0.26 -0.45
C -1.10 -0.26 -0.77
C 0.32 1.11 1.20
C 0.17 0.82 -0.35
C 1.19 0.42 1.69
C -0.23 -0.81 -0.02
C 1.25 -1.55 0.09
N -0.61 -0.29 0.30
C -0.13 1.33 -0.07
C -0.35 -0.09 -1.31
C 1.31 -0.45 0.55
C -1.45 0.41 -0.18
C 0.09 -0.08 0.34
C 0.65 -0.30 0.04
C 0.12 0.19 0.64
C 0.35 0.50 -0.50
C 0.00 -0.69 0.52
C -0.19 -0.26 0.35
C 0.61 -0.23 -0.53
C -0.58 -0.65 -0.25
H 0.36 -0.06 -0.14
H 0.03 -0.98 0.24
H 0.18 -0.10 0.01
H 0.55 0.00 0.20
H 0.04 -0.08 0.00
H -0.11 0.05 0.28
H 0.06 -0.18 -0.33
H 0.01 -0.07 0.47
H 0.27 -0.35 -0.05
H -0.16 -0.07 0.13
H -0.22 0.13 -0.20
H -0.38 0.07 0.19
H -0.33 -0.11 -0.23
H -0.16 -0.24 -0.14
H -0.58 -0.17 -0.77
H -0.57 0.63 -0.57
H -0.28 0.48 0.16
H 0.56 -0.31 0.66
H -0.38 -0.54 -0.07
H 0.05 -0.42 -0.19
H -0.23 0.03 -0.47
H 0.12 0.38 0.27
H -0.18 -0.10 -0.32
H -0.03 0.13 -0.17
H -0.08 -0.08 0.25
H -0.30 0.65 0.40
H 0.13 0.36 -0.21
O -0.26 0.17 0.23
O 1.07 -0.85 -0.08
N -1.25 -0.66 0.70
C 0.99 -0.07 -1.59
O -0.76 -0.76 0.68
C -0.32 0.37 -0.25
C 0.27 -0.78 0.68
C -0.72 -0.06 0.61
N 0.30 -0.77 -0.40
C -0.18 1.33 -0.20
C -0.32 0.76 0.44
H -0.10 0.16 0.27
H 1.35 1.12 -0.62
H 0.22 0.13 -0.49
H 0.38 -0.46 -0.14
H -0.23 -0.03 0.32
H 0.55 -0.25 -0.28

Calculated values
HOMO (spin up / spin down): -4.87 / -4.77 eV
2S+1: 8
Energy: -118058.1665 eV
LUMO (spin up / spin down): 0.088 / 0.030 Ha
Net charge: -1
Kohn-Sham gap (spin up / spin down): 7.27 / 5.59 eV



[3]
Density functional theory data (wB97M-V/def2-TZVPD) for the ion C5H8N with charge +1 in a non-equilibrium geometry.

Geometry (Å):
C (0.940021, 2.012441, 1.044596)
C (1.792807, 1.025685, 1.543744)
C (-0.253396, -0.586403, 0.616677)
C (0.540229, 0.583513, 1.092745)
C (-0.856067, -0.714258, -1.829890)
N (-1.174133, -0.466172, -0.449646)
H (0.910037, 2.982291, 0.586845)
H (2.500762, 0.680072, 2.257908)
H (0.596783, -1.130349, 0.315364)
H (-0.780300, -0.999777, 1.516470)
H (0.225772, -0.687848, -1.896191)
H (-1.101894, -1.761209, -2.121403)
H (-1.246884, -0.013674, -2.479741)
H (-2.093738, -0.924312, -0.197477)

Forces on the atoms, in the same order (eV/Å):
C 2.05 -1.48 0.51
C -3.79 1.01 -0.49
C 0.06 1.12 2.18
C 0.28 1.20 -0.16
C 2.44 -1.71 1.12
N -2.14 -2.32 0.01
H -0.16 0.08 0.11
H 1.15 0.16 -0.16
H 0.69 -1.87 -0.72
H 0.17 0.00 -0.94
H 0.24 0.32 -0.24
H -0.49 0.67 0.30
H -1.27 1.43 -1.33
H 0.78 1.40 -0.20

Calculated values
HOMO (spin up / spin down): -9.92 / -15.16 eV
2S+1: 3
Energy: -6790.3176 eV
ΔE to the lowest compared entry with this formula, charge and spin: 98.2 kcal per mole
LUMO (spin up / spin down): -0.123 / -0.297 Ha
Net charge: +1
Kohn-Sham gap (spin up / spin down): 6.57 / 7.09 eV



[4]
Density functional theory data (wB97M-V/def2-TZVPD) for a structure of composition C34H37BrN6O4P2Rh in a non-equilibrium geometry.

Geometry (Å):
Rh (1.629380, -0.745215, 0.615981)
N (2.335918, -0.900289, 3.979423)
N (1.652948, -2.023447, 4.448291)
C (1.235069, -2.986086, 3.588743)
N (0.819695, -4.129362, 4.134904)
N (1.258813, -2.675224, 2.298772)
N (0.846022, -3.557574, 1.366606)
O (0.858839, -3.058142, 0.238816)
O (0.499608, -4.710771, 1.591216)
H (3.312844, -0.935423, 4.244624)
H (1.905510, -0.060189, 4.341873)
H (1.770774, -2.295020, 5.413118)
H (0.742429, -4.222580, 5.131877)
H (0.426972, -4.826654, 3.519114)
O (4.883645, -5.544157, -2.719741)
C (4.221768, -4.463152, -2.276140)
C (3.139551, -3.894513, -2.942225)
C (2.534131, -2.782200, -2.393636)
N (2.934270, -2.214481, -1.252306)
C (3.954534, -2.788946, -0.646139)
Br (4.438410, -1.971501, 1.009447)
C (4.650309, -3.893840, -1.080998)
H (4.503671, -5.866128, -3.545998)
H (2.770298, -4.316502, -3.868256)
H (1.680391, -2.332788, -2.878742)
H (5.480851, -4.314053, -0.534502)
C (3.380608, 1.014663, -1.474953)
O (3.052695, 1.602658, -0.214322)
C (2.277166, 0.972926, 0.637688)
C (2.206306, 1.802792, 1.895345)
H (4.031793, 0.156607, -1.328857)
H (3.898560, 1.788191, -2.035633)
H (2.481147, 0.703383, -1.997397)
H (2.262570, 2.865219, 1.669180)
H (3.084440, 1.531500, 2.491160)
H (1.304176, 1.594628, 2.462829)
C (-1.314523, 1.492300, 0.866447)
P (-0.575432, -0.121514, 0.382021)
C (-1.329315, -0.370572, -1.258891)
C (-2.714003, -0.454764, -1.404815)
C (-3.276427, -0.628099, -2.658090)
C (-2.463145, -0.707445, -3.781338)
C (-1.087585, -0.606365, -3.646871)
C (-0.526344, -0.442963, -2.387474)
C (-1.519187, -1.287828, 1.437969)
C (-2.055467, -2.467174, 0.926712)
C (-2.680771, -3.379622, 1.766868)
C (-2.778453, -3.126277, 3.126403)
C (-2.234107, -1.959764, 3.649014)
C (-1.603489, -1.053170, 2.811643)
P (-0.475694, 3.018343, 0.215594)
C (-1.750323, 4.271685, 0.624816)
C (-1.673827, 5.500344, -0.035114)
C (-2.561889, 6.519646, 0.261103)
C (-3.536338, 6.335136, 1.234525)
C (-3.612820, 5.126321, 1.905127)
C (-2.725090, 4.099859, 1.602978)
C (-0.709964, 2.920197, -1.599705)
C (-1.963659, 2.873758, -2.210563)
C (-2.068970, 2.853854, -3.590004)
C (-0.923083, 2.888158, -4.378785)
C (0.325964, 2.937642, -3.783460)
C (0.429916, 2.954361, -2.396493)
H (-1.250464, 1.563210, 1.953099)
H (-2.371954, 1.455581, 0.593242)
H (-3.358895, -0.404724, -0.534795)
H (-4.351177, -0.704608, -2.759258)
H (-2.904800, -0.841883, -4.760266)
H (-0.449524, -0.648445, -4.520930)
H (0.546219, -0.367233, -2.262277)
H (-1.978592, -2.683685, -0.130246)
H (-3.089603, -4.291849, 1.352677)
H (-3.277122, -3.833625, 3.776509)
H (-2.304565, -1.753132, 4.709589)
H (-1.155521, -0.166272, 3.243581)
H (-0.918510, 5.654809, -0.797669)
H (-2.494284, 7.461491, -0.267630)
H (-4.229480, 7.132185, 1.468314)
H (-4.367808, 4.974012, 2.665587)
H (-2.811348, 3.163807, 2.140622)
H (-2.860918, 2.873246, -1.601974)
H (-3.045456, 2.819843, -4.055764)
H (-1.010355, 2.885759, -5.457950)
H (1.218705, 2.983774, -4.394985)
H (1.403363, 3.017365, -1.928256)

Forces on the atoms, in the same order (eV/Å):
Rh -0.75 -0.12 -0.95
N -0.07 -0.01 0.05
N 0.17 -0.02 -0.07
C -0.14 -0.16 -0.04
N -0.04 0.04 -0.15
N 0.28 0.04 0.26
N -0.10 0.03 0.15
O -0.20 -0.16 0.07
O 0.10 0.27 -0.02
H -0.02 -0.03 0.02
H 0.00 -0.02 -0.01
H -0.03 0.02 0.01
H -0.01 -0.03 0.01
H 0.02 -0.01 0.01
O 0.01 -0.02 -0.01
C -0.01 0.03 0.00
C -0.05 -0.01 -0.05
C 0.13 -0.06 0.10
N 0.27 -0.02 0.02
C -0.07 0.09 -0.03
Br -0.03 0.08 -0.07
C 0.04 -0.04 0.02
H 0.00 0.02 0.03
H 0.00 0.01 0.00
H -0.09 0.07 -0.04
H 0.00 0.01 0.01
C 0.14 -0.12 -0.13
O -0.07 -0.02 0.04
C 0.02 0.28 0.55
C 0.08 0.10 -0.11
H 0.01 -0.01 0.01
H -0.01 0.00 0.02
H -0.13 -0.04 0.02
H 0.02 0.03 0.01
H -0.04 -0.02 0.04
H 0.02 -0.06 0.03
C 0.09 -0.06 -0.15
P 0.48 -0.06 0.13
C -0.01 -0.01 0.05
C -0.02 0.02 -0.02
C -0.03 -0.01 0.02
C 0.02 0.01 -0.01
C 0.02 0.01 0.00
C 0.05 -0.06 -0.02
C -0.03 0.08 0.04
C 0.00 0.01 0.04
C 0.02 -0.02 0.02
C 0.00 -0.01 -0.01
C 0.01 0.02 -0.01
C 0.01 -0.05 -0.03
P -0.03 -0.02 -0.07
C 0.02 -0.01 0.04
C 0.00 -0.01 0.00
C 0.00 0.00 0.00
C 0.00 0.00 0.00
C 0.00 -0.01 0.00
C -0.01 0.00 0.00
C -0.01 -0.06 0.06
C 0.03 -0.01 0.00
C -0.01 -0.02 0.00
C -0.01 -0.01 0.00
C 0.01 0.02 0.01
C -0.05 0.01 -0.05
H 0.00 0.01 0.06
H -0.03 0.02 0.02
H 0.00 0.01 -0.01
H 0.00 0.00 0.00
H 0.00 0.00 0.00
H -0.01 0.00 0.00
H 0.06 0.00 0.00
H 0.00 -0.01 0.00
H 0.00 0.00 0.00
H 0.00 0.00 0.00
H -0.01 0.00 0.01
H 0.00 0.05 -0.01
H 0.00 0.00 0.00
H 0.00 0.00 0.00
H 0.00 0.00 0.00
H 0.00 0.00 0.00
H -0.01 0.02 0.00
H -0.01 -0.01 0.00
H 0.00 0.00 0.00
H 0.00 0.00 0.01
H -0.01 -0.01 0.01
H 0.05 0.02 0.05

Calculated values
HOMO (spin up / spin down): -9.56 / -9.56 eV
Energy: -144608.4286 eV
ΔE to the lowest compared entry with this formula, charge and spin: 24.2 kcal per mole
LUMO (spin up / spin down): -0.086 / -0.086 Ha
Net charge: +1
Kohn-Sham gap (spin up / spin down): 7.21 / 7.21 eV